Computed, not measured: a cluster of 2 separate species, C4H7NO2Si in total at a distorted geometry, with ωB97M-V/def2-TZVPD.

Summary:
largest force on an atom	8.53	eV/Å
ΔE to the lowest compared entry with this formula, charge and spin	2.572	eV
Kohn-Sham gap	7.95	eV

Atoms and positions in Å:
Si (0.118, -0.564, -1.802)
O (2.611, -0.289, 0.573)
O (1.459, 1.543, 1.329)
N (-0.818, 1.287, 0.072)
C (-0.117, -0.089, -0.004)
C (1.822, 0.490, 0.925)
C (-0.640, -1.045, 0.902)
C (-1.019, -1.806, 1.847)
H (-0.790, 1.548, -0.934)
H (-0.978, -1.549, -2.085)
H (-0.146, 1.838, 0.777)
H (-1.031, -2.451, 2.607)
H (0.018, 0.896, -2.394)
H (1.312, -1.151, -2.153)
H (-1.802, 1.343, 0.340)

Computed, not measured: a cluster of 2 separate species, C4H7NO3 in total at a distorted geometry, with ωB97M-V/def2-TZVPD.

Summary:
spin multiplicity	2
largest force on an atom	5.23	eV/Å
⟨S²⟩	0.760
ΔE to the lowest compared entry with this formula, charge and spin	0.721	eV
net charge	-1
Kohn-Sham gap (spin up / spin down)	6.79 / 5.22	eV

Atoms and positions in Å:
O (-1.563, -0.419, -1.330)
O (2.041, 0.976, -0.946)
O (-3.677, 0.056, -0.637)
N (2.527, -1.118, -0.029)
C (2.835, -0.008, -0.783)
C (-0.396, 0.426, 1.132)
C (-2.447, 0.184, -0.358)
C (-1.888, 0.510, 0.917)
H (3.812, 0.054, -1.396)
H (0.118, 1.134, 0.449)
H (0.045, -0.572, 1.066)
H (-2.509, 0.387, 1.850)
H (3.362, -1.703, -0.023)
H (-0.188, 0.820, 2.147)
H (-2.072, -0.728, -2.058)

Computed, not measured: the ion C4H7NO3 with charge -2 at a distorted geometry, with ωB97M-V/def2-TZVPD.

Summary:
SMILES string	O=C([O-])NCCC[O-]
largest force on an atom	2.49	eV/Å
ΔE to the lowest compared entry with this formula, charge and spin	0.717	eV
net charge	-2
Kohn-Sham gap	6.55	eV

Atoms and positions in Å:
O (-3.245, -2.141, -0.154)
O (3.113, 1.524, 0.475)
O (-2.438, -0.821, -1.792)
N (-1.278, -1.060, 0.154)
C (-0.235, -0.067, -0.292)
C (0.994, 0.162, 0.554)
C (-2.359, -1.384, -0.668)
C (1.774, 1.578, 0.262)
H (0.882, 0.054, 1.640)
H (1.817, -0.554, 0.451)
H (1.512, 1.707, -0.814)
H (-0.831, 0.831, -0.482)
H (-0.052, -0.403, -1.322)
H (1.426, 2.238, 1.068)
H (-1.080, -1.663, 0.922)

Computed, not measured: an isolated molecule of C4H7NO3 at a distorted geometry, with ωB97M-V/def2-TZVPD.

Summary:
SMILES string	C/C=C(\O)C(=O)NO
largest force on an atom	4.99	eV/Å
ΔE to the lowest compared entry with this formula, charge and spin	4.884	eV
Kohn-Sham gap	8.72	eV

Atoms and positions in Å:
O (-1.773, -0.992, 1.382)
O (-1.181, -2.987, -0.400)
O (1.595, -0.218, 0.713)
N (-0.238, -2.048, 0.039)
C (-0.629, -1.072, 0.997)
C (0.489, 2.295, -0.553)
C (0.293, -0.054, 0.324)
C (-0.195, 0.975, -0.384)
H (0.183, 2.996, 0.225)
H (-1.233, 0.919, -0.683)
H (0.224, 2.749, -1.513)
H (-1.957, -2.801, 0.167)
H (0.703, -2.407, -0.059)
H (1.577, 2.211, -0.508)
H (2.142, 0.435, 0.253)

Computed, not measured: a cluster of 2 separate species, C4H7NO3 in total at a distorted geometry, with ωB97M-V/def2-TZVPD.

Summary:
SMILES string	O=CC(=O)O.C=CN
largest force on an atom	4.82	eV/Å
ΔE to the lowest compared entry with this formula, charge and spin	2.712	eV
Kohn-Sham gap	8.78	eV

Atoms and positions in Å:
O (1.289, 1.494, -1.594)
O (-0.266, 0.447, -2.787)
O (-2.109, 0.997, -1.040)
N (0.046, -1.020, 0.159)
C (-0.987, 1.280, -0.700)
C (0.079, -0.836, 1.549)
C (1.236, -0.576, 2.184)
C (0.180, 1.039, -1.697)
H (2.140, -0.515, 1.739)
H (-0.805, 1.736, 0.195)
H (-0.802, -1.360, -0.252)
H (1.203, -0.437, 3.204)
H (-0.843, -0.874, 1.942)
H (-1.191, 0.088, -2.632)
H (0.828, -1.463, -0.269)

Computed, not measured: an isolated molecule of C4H7NO3 at a distorted geometry, with ωB97M-V/def2-TZVPD.

Summary:
SMILES string	C/C(O)=N/CC(=O)O
largest force on an atom	1.39	eV/Å
ΔE to the lowest compared entry with this formula, charge and spin	0.994	eV
Kohn-Sham gap	10.30	eV

Atoms and positions in Å:
O (0.191, -2.026, 2.438)
O (-0.979, 1.114, -0.443)
O (-1.227, -0.393, 1.807)
N (0.914, -0.264, -0.358)
C (0.011, 0.478, -2.477)
C (1.032, -0.195, 1.085)
C (0.031, 0.409, -0.983)
C (-0.016, -1.023, 1.804)
H (-1.037, 1.043, 0.541)
H (-1.881, -0.913, 2.294)
H (-0.925, 0.048, -2.859)
H (0.867, -0.060, -2.895)
H (0.045, 1.530, -2.795)
H (0.963, 0.842, 1.463)
H (2.010, -0.589, 1.379)

Computed, not measured: an isolated molecule of C4H7NO3 at a distorted geometry, with ωB97M-V/def2-TZVPD.

Summary:
SMILES string	O=CN[C@@H](C=O)CO
largest force on an atom	2.44	eV/Å
ΔE to the lowest compared entry with this formula, charge and spin	1.967	eV
Kohn-Sham gap	10.27	eV

Atoms and positions in Å:
O (1.059, -0.851, 2.320)
O (1.068, -1.577, -1.579)
O (-2.319, 0.812, -0.748)
N (-0.251, 1.203, 0.068)
C (1.301, -0.445, 1.002)
C (-1.507, 1.595, -0.323)
C (0.307, -0.691, -1.296)
C (0.049, -0.226, 0.142)
H (0.434, 1.894, 0.316)
H (-0.243, -0.120, -2.057)
H (0.437, -0.262, 2.764)
H (-0.782, -0.745, 0.536)
H (-1.621, 2.658, -0.052)
H (1.913, 0.465, 0.977)
H (1.849, -1.227, 0.482)

Computed, not measured: an isolated molecule of C4H7NO3 at a distorted geometry, with ωB97M-V/def2-TZVPD.

Summary:
SMILES string	O=CN[C@@H](C=O)CO
largest force on an atom	2.27	eV/Å
ΔE to the lowest compared entry with this formula, charge and spin	2.019	eV
Kohn-Sham gap	10.49	eV

Atoms and positions in Å:
O (2.058, 0.471, -1.939)
O (-0.429, 1.723, 1.278)
O (0.056, -1.369, 2.191)
N (-0.462, -1.034, 0.015)
C (1.051, -0.087, -1.607)
C (-0.068, 1.399, -0.075)
C (-0.641, -1.607, 1.241)
C (0.534, 0.022, -0.179)
H (0.503, -0.723, -2.333)
H (1.391, -0.147, 0.447)
H (-0.975, 1.526, -0.663)
H (-1.512, -2.293, 1.256)
H (0.688, 2.147, -0.300)
H (-1.280, 1.320, 1.507)
H (-0.912, -1.348, -0.838)

Computed, not measured: an isolated molecule of C4H7NO3 at a distorted geometry, with ωB97M-V/def2-TZVPD.

Summary:
SMILES string	CCO/C=N/OC=O
largest force on an atom	3.19	eV/Å
ΔE to the lowest compared entry with this formula, charge and spin	4.443	eV
Kohn-Sham gap	10.87	eV

Atoms and positions in Å:
O (0.682, 0.882, -0.890)
O (-0.222, 1.414, 2.473)
O (-1.154, -0.611, 2.577)
N (-0.201, 1.686, 1.091)
C (0.958, -0.368, -1.537)
C (-0.415, -0.695, -2.180)
C (0.302, 0.734, 0.366)
C (-0.669, 0.372, 3.070)
H (-0.367, -1.716, -2.720)
H (-1.139, -0.853, -1.320)
H (-0.553, 0.219, -2.825)
H (-0.597, 0.492, 4.184)
H (1.238, -1.071, -0.764)
H (1.643, -0.112, -2.295)
H (0.494, -0.373, 0.770)

Computed, not measured: an isolated molecule of C4H7NO3 at a distorted geometry, with ωB97M-V/def2-TZVPD.

Summary:
SMILES string	C[C@@H](NC=O)C(=O)O
largest force on an atom	2.41	eV/Å
ΔE to the lowest compared entry with this formula, charge and spin	0.995	eV
Kohn-Sham gap	10.79	eV

Atoms and positions in Å:
O (0.087, -1.658, -0.708)
O (1.616, -0.176, -1.386)
O (0.698, -0.433, 1.888)
N (-0.276, 1.304, 0.742)
C (-0.497, 0.613, -0.556)
C (0.541, -0.414, -0.904)
C (0.228, 0.675, 1.846)
C (-1.946, 0.168, -0.772)
H (-2.372, -0.223, 0.142)
H (-0.902, 2.070, 0.913)
H (0.731, -2.323, -0.476)
H (-2.623, 0.970, -1.075)
H (-0.310, 1.431, -1.275)
H (0.228, 1.345, 2.731)
H (-2.005, -0.598, -1.535)

Computed, not measured: a cluster of 2 separate species, C4H7NO3P in total at a distorted geometry, with ωB97M-V/def2-TZVPD.

Summary:
largest force on an atom	4.61	eV/Å
ΔE to the lowest compared entry with this formula, charge and spin	2.219	eV
net charge	-1
Kohn-Sham gap (spin up / spin down)	7.36 / 7.36	eV

Atoms and positions in Å:
P (0.955, 1.131, 0.089)
O (2.276, 0.584, -0.338)
O (0.323, 2.242, -0.685)
O (-1.482, 0.279, -1.491)
N (-1.985, -1.434, 1.487)
C (-0.020, -1.698, -1.511)
C (-0.846, -0.750, -0.746)
C (0.693, 1.491, 1.922)
C (-1.505, -1.200, 0.453)
H (-0.265, 0.915, 2.284)
H (-0.588, -2.737, -1.677)
H (0.678, 2.460, 2.265)
H (-0.918, 0.977, -1.287)
H (0.381, -1.346, -2.486)
H (0.795, -2.071, -0.947)
H (1.510, 1.156, 2.668)

Computed, not measured: a structure of composition C4H7NO4 at a distorted geometry, with ωB97M-V/def2-TZVPD.

Summary:
largest force on an atom	1.83	eV/Å
ΔE to the lowest compared entry with this formula, charge and spin	3.175	eV
Kohn-Sham gap	8.64	eV

Atoms and positions in Å:
O (0.463, -1.937, 0.141)
O (-0.218, -0.778, 1.983)
O (-1.739, -1.206, 0.351)
O (2.690, 0.021, 0.223)
N (-0.025, 1.793, 0.333)
C (-0.235, 0.423, -1.720)
C (0.252, 0.550, -0.286)
C (-0.558, -1.021, 0.635)
C (1.603, 0.193, -0.102)
H (-0.106, 1.706, 1.341)
H (-0.816, 2.275, -0.074)
H (-1.073, -0.799, 2.443)
H (0.192, 1.195, -2.364)
H (0.881, -2.354, 0.911)
H (0.015, -0.561, -2.119)
H (-1.325, 0.499, -1.696)